[1]
Below is 5 unconnected molecules or ions with the total composition C17H42BN5O4S, with properties calculated with wB97M-V/def2-TZVPD.

Geometry (Å):
C -4.13 5.48 1.87
H 2.82 -3.18 -3.63
C 2.73 0.62 2.79
H 5.82 -0.13 3.32
C 2.24 -0.81 2.69
H 2.11 -6.93 5.85
C 2.46 2.00 -1.68
H 5.07 0.01 4.92
H 4.45 -1.17 3.76
N -5.74 5.72 0.04
H -1.79 1.72 0.04
H 0.27 -6.13 3.08
H -6.37 5.25 -0.60
H -3.80 2.78 -1.80
H -5.29 7.45 -1.05
C -2.18 2.62 -0.43
H 0.39 -2.68 -3.88
H -4.64 6.18 2.53
C 1.36 1.09 -1.14
H 2.17 -1.26 3.68
H 0.29 1.03 -4.48
B -0.72 2.39 -3.13
C 0.26 -3.86 -5.48
C 2.07 -3.97 -3.71
C -5.63 7.16 -0.06
H -2.97 1.23 -1.89
C -2.82 2.30 -1.79
O 2.06 1.57 2.40
C 0.90 -5.01 -6.23
O 2.16 -3.68 3.15
C 4.87 -0.18 3.86
H -0.57 -4.86 4.00
H 0.94 -5.90 -5.60
H 3.09 2.29 -0.84
H -1.43 3.41 -0.48
C 1.54 -4.54 3.76
H 2.48 -4.79 -4.29
N -2.09 2.80 -2.97
C 0.21 -5.06 3.27
N 3.95 0.82 3.35
H -3.33 6.00 1.35
N 0.86 -3.45 -4.33
H 0.15 3.20 -2.94
O -5.30 3.67 0.84
H 2.92 -4.67 5.18
H 2.05 2.91 -2.09
C 1.44 -6.07 5.77
H -2.96 2.97 0.24
S 0.61 -0.04 -2.34
C -5.10 4.87 0.88
H -6.60 7.63 0.12
H -1.20 0.36 -3.82
H -3.70 4.69 2.47
O -0.76 -3.32 -5.88
H -0.04 -4.55 2.35
H 4.22 1.79 3.39
H 1.92 -4.74 -6.53
H 0.31 -5.21 -7.11
H 1.82 0.43 -0.40
H 1.84 -4.33 -2.71
N 2.03 -5.06 4.91
H -2.21 3.79 -3.11
H 0.64 1.69 -0.59
H 0.49 -6.40 5.37
H 1.28 -5.67 6.77
C -0.31 0.93 -3.57
H 3.09 1.47 -2.39
H 1.26 -0.81 2.23
H 2.92 -1.40 2.08
H -4.92 7.54 0.67

Results
LUMO (eV): 0.596
Total charge: 0
ΔE to the lowest compared entry with this formula, charge and spin (kcal per mole): 5.20
Orbital gap (eV): 8.55

=====

[2]
Below is a molecular structure, C17H42ClIOP3Rh in a non-equilibrium geometry, with properties calculated with wB97M-V/def2-TZVPD.

Geometry (Å):
H -2.66 2.09 1.23
H 0.47 2.25 4.02
I 0.00 -2.96 0.71
H 4.01 -3.24 -1.50
H 2.39 -3.93 -1.84
C -0.02 -0.35 -4.28
P 2.30 -1.54 -1.56
H -2.81 0.12 -3.18
H -4.20 -0.97 -2.90
H -0.01 0.55 -4.91
H -1.02 1.61 -0.57
H 0.86 -0.97 -4.52
H -4.39 -0.61 -0.34
C 0.90 2.78 3.16
H 2.39 0.06 3.17
H 0.86 -1.57 3.06
C -1.83 0.63 3.33
H 2.82 -3.46 -0.17
H 4.16 -1.03 -3.01
C 0.14 -0.91 3.57
H 3.20 1.60 3.52
Cl -0.07 -3.18 -2.90
C 2.70 1.01 2.74
C 0.00 0.06 -2.85
H 0.65 -0.26 4.30
H -0.26 3.87 -0.97
H 4.21 -0.59 -0.41
C 3.07 -0.97 -3.11
H 2.74 -1.61 -3.93
H 1.16 2.84 -0.72
H 2.84 -0.87 0.69
H -1.20 -0.86 1.92
H -2.72 0.78 2.71
C -1.87 2.81 1.00
H 2.78 0.07 -3.30
C -3.02 -3.13 -1.14
H -2.90 -3.43 -0.09
H 2.82 0.53 -0.42
O 0.03 1.23 -2.48
H -0.91 -0.95 -4.51
H 1.68 3.46 3.54
H 3.44 0.78 1.96
H 0.61 3.96 0.58
H -2.12 0.02 4.20
C -3.31 -0.44 -0.19
H -1.57 3.33 1.93
H -4.08 -3.15 -1.42
C -0.73 -0.11 2.58
H 1.98 2.43 1.34
H -2.46 -3.82 -1.78
Rh -0.02 -1.32 -1.42
H 0.13 3.42 2.70
H -0.53 -1.57 4.14
H -2.75 -1.57 -3.77
P 0.27 0.82 1.24
H -3.05 -0.72 0.84
H -3.10 0.62 -0.34
H -2.30 3.57 0.34
C 2.95 -3.21 -1.23
C 0.29 3.28 -0.22
C -0.66 2.19 0.31
C -3.10 -0.92 -2.97
C 1.54 1.83 2.15
H -1.49 1.60 3.73
P -2.37 -1.45 -1.39
C 3.12 -0.52 -0.30

Results
Expectation value of S²: 6.02
LUMO (spin up / spin down) (eV): -5.802 / -9.968
Total charge: +2
Multiplicity: 5
ΔE to the lowest compared entry with this formula, charge and spin (kcal per mole): 18.14
Orbital gap (spin up / spin down) (eV): 8.17 / 4.98

=====

[3]
Below is 11 unconnected molecules or ions with the total composition C17H42F14N11O31S14 in a non-equilibrium geometry, with properties calculated with wB97M-V/def2-TZVPD.

Geometry (Å):
H 2.43 5.59 -2.41
O -1.33 7.43 0.01
C -0.77 8.31 0.67
N 2.95 -6.27 -1.44
H 2.65 2.81 -3.48
H -0.22 0.56 1.73
H 1.72 -5.34 -4.13
O -7.46 -5.57 0.21
H -0.32 -6.62 -0.16
F 4.25 0.34 -2.45
F -1.15 -7.78 5.26
F 3.08 -8.13 -2.65
N 3.97 2.02 -0.67
H -1.42 0.26 -2.35
O -7.72 2.74 2.84
H -0.42 4.76 -0.70
H -1.78 2.59 0.80
O 1.73 -2.03 7.08
H 0.51 1.91 -1.33
H 3.26 2.87 -2.04
O -0.34 -0.87 8.00
H 1.29 8.16 0.77
H 0.10 -6.68 -2.74
H 0.65 -1.14 -1.73
S 4.32 2.36 0.78
S 0.31 0.01 5.28
F -3.83 -3.17 -0.84
N -2.04 -5.55 5.21
S -1.62 -4.29 4.49
H -1.60 4.87 0.46
C -0.04 1.78 -0.39
H -1.59 10.09 1.79
O 3.66 1.69 1.89
O 0.82 -0.91 4.34
H -0.15 6.30 2.23
H 1.30 4.27 -1.92
O -6.87 2.81 0.43
H -2.52 0.32 -0.99
F -8.50 1.24 1.08
S 0.96 -0.81 7.34
F 3.47 3.67 0.78
H -2.07 -6.32 -0.35
H -1.76 2.66 -1.00
S -7.37 -4.45 -0.70
H 1.62 4.68 -3.69
O -4.06 1.66 0.71
O 3.32 -6.38 1.21
H -0.61 -1.90 2.28
H 0.74 -3.90 -3.75
F -8.64 -3.45 -0.24
O -5.37 -3.22 -2.68
H 1.32 -5.98 -2.04
S -1.04 -6.57 4.22
H 5.46 3.70 -1.61
N -0.49 0.29 -0.35
S -4.93 1.70 1.86
O 5.64 2.85 1.04
S 2.42 1.33 -5.76
O -0.29 -3.74 4.84
O -0.98 -3.90 -1.84
N 3.09 3.46 -2.84
O 2.69 -0.11 -5.81
O -1.14 -0.01 5.49
N -6.06 -3.41 -0.35
H 1.63 -0.06 -0.63
O 0.32 -0.34 -3.92
S 4.03 -7.35 -1.61
C -0.73 4.26 0.21
O 6.17 0.49 -0.77
C 4.33 4.02 -3.46
H -2.33 9.63 0.13
N 1.22 0.56 6.42
O 5.18 -7.00 -2.50
F -4.20 0.66 2.79
S 3.70 -5.67 -0.01
H -1.87 0.24 1.31
H 0.64 9.07 1.95
C -0.85 -0.06 1.08
H 0.76 1.90 0.35
F -0.61 1.78 -3.98
O 5.05 -5.13 -0.17
C -1.08 -5.87 -0.39
S 4.76 0.53 -0.87
N 1.72 1.87 -4.58
H -0.66 10.27 0.31
H 6.25 4.58 -2.93
O -4.70 -5.29 -1.29
O 4.20 -8.34 -0.60
F 1.81 -0.10 8.50
O -1.58 -7.00 2.95
C -1.18 2.80 -0.09
C 0.76 -4.99 -3.77
O 4.03 -0.61 -0.28
O -2.14 -4.08 3.16
C 5.60 3.75 -2.69
C -0.62 -5.06 -1.61
S 0.41 0.80 -4.82
H 1.54 -1.80 0.86
F 0.44 1.31 4.32
O 2.31 2.13 -6.99
C -0.63 -1.58 1.24
C 0.60 -1.84 0.32
S -7.22 2.05 1.65
S -5.20 -3.90 -1.37
F 3.97 1.79 -5.33
H 0.37 7.54 3.37
H 0.42 -2.77 -0.22
F 2.87 -4.23 0.10
N -6.41 0.75 1.84
O -4.85 2.87 2.66
H 0.03 4.36 0.99
H -1.79 -1.20 -1.30
H -1.44 -2.11 0.75
H 1.59 6.64 2.28
C 0.60 7.08 2.41
O -7.87 -4.74 -2.06
C -1.46 9.70 0.78
H 0.09 -5.26 -4.59
H -1.14 -5.29 0.54
C -1.59 -0.13 -1.35
O -0.26 0.62 -6.14
N 0.44 -5.76 -2.49
O 0.37 -6.37 4.41
C 2.00 4.62 -2.67
C 0.73 -0.66 -0.76
H 5.99 2.86 -3.18
O 4.33 4.47 -4.61
F -2.62 -3.28 5.30
N 0.50 8.24 1.40

Results
LUMO (eV): 0.436
Total charge: -3
ΔE to the lowest compared entry with this formula, charge and spin (kcal per mole): 30.33
Orbital gap (eV): 3.04

=====

[4]
Below is a molecular structure, C17H43AsF6Mg2N2O13 in a non-equilibrium geometry, with properties calculated with wB97M-V/def2-TZVPD.

Geometry (Å):
O -1.30 1.26 -2.16
As 0.33 -4.01 1.78
H 3.00 -0.83 0.86
H -0.83 3.47 5.21
H -0.59 -0.68 3.70
H -2.75 1.24 4.89
H -4.08 2.13 -2.33
H 3.70 -4.25 -0.10
O 0.77 -0.53 -0.21
C 3.26 -0.56 -3.12
H -2.67 0.13 3.51
C -0.31 0.24 4.21
H -1.55 -3.86 -2.76
O 1.99 -1.12 -2.80
H 0.23 -5.18 -2.09
C 1.19 -5.08 -2.59
H 0.39 4.02 -1.23
H -1.87 5.34 2.00
O -2.57 2.35 1.77
O -1.34 -0.90 0.01
H -3.44 0.58 -2.96
H 3.59 -0.96 -4.09
F 0.11 -4.71 3.30
F -1.31 -3.77 1.53
H 0.63 0.30 -3.48
N -0.35 -0.27 0.28
Mg 1.22 -2.21 -1.30
H -3.66 3.00 3.43
C -3.27 2.08 2.96
H 1.78 -5.98 -2.46
N -2.02 2.07 -2.72
O 3.08 -2.36 -0.50
C 3.66 -1.65 0.59
H 4.92 -3.28 -1.03
H 0.23 4.79 4.85
F 0.26 -5.47 0.89
H -1.75 -3.06 -1.22
H -0.49 0.15 5.28
O -1.05 1.35 3.69
H 1.44 -0.67 -4.73
H -2.70 3.34 -0.01
C 3.86 -3.50 -0.88
C 0.99 -0.70 -3.73
H 3.78 -2.31 1.45
C 0.05 4.99 1.18
H -1.51 5.12 4.88
H 1.83 3.56 -0.21
H -0.54 6.07 2.91
C -0.86 5.18 2.38
H -3.63 2.05 -4.02
C -1.60 -2.88 -2.28
F 0.46 -2.42 2.44
C -0.76 4.37 4.62
C 0.78 3.38 -0.44
H -2.42 -2.32 -2.72
C -3.42 1.65 -3.04
O 1.85 -3.94 -2.04
O -0.83 4.02 3.23
H -1.06 -1.26 -4.14
H 0.12 -2.58 -4.38
H 0.75 0.38 4.01
F 0.61 -3.19 0.19
O -1.67 3.17 -3.08
C -2.45 1.14 3.85
C 3.28 -3.96 -2.20
O -0.40 0.65 1.14
C -3.38 2.93 0.75
O 0.00 3.62 0.76
H -4.20 1.53 2.75
H 1.08 5.32 1.33
H 3.96 -0.89 -2.35
H -4.00 3.72 1.15
C -0.14 -1.71 -3.77
H 4.61 -1.20 0.29
Mg -0.51 2.38 2.08
H -0.34 5.62 0.37
H 3.22 0.52 -3.19
H 3.64 -4.93 -2.52
H 0.65 2.34 -0.70
H 3.48 -3.20 -2.96
F 2.05 -4.16 1.85
O -0.35 -2.20 -2.43
H 1.07 -4.96 -3.68
H -3.97 2.15 0.27

Results
LUMO (eV): -4.933
Total charge: +2
Orbital gap (eV): 10.37

=====

Please write out number 2 again, unchanged.
Below is a molecular structure, C17H42ClIOP3Rh in a non-equilibrium geometry, with properties calculated with wB97M-V/def2-TZVPD.

Geometry (Å):
H -2.66 2.09 1.23
H 0.47 2.25 4.02
I 0.00 -2.96 0.71
H 4.01 -3.24 -1.50
H 2.39 -3.93 -1.84
C -0.02 -0.35 -4.28
P 2.30 -1.54 -1.56
H -2.81 0.12 -3.18
H -4.20 -0.97 -2.90
H -0.01 0.55 -4.91
H -1.02 1.61 -0.57
H 0.86 -0.97 -4.52
H -4.39 -0.61 -0.34
C 0.90 2.78 3.16
H 2.39 0.06 3.17
H 0.86 -1.57 3.06
C -1.83 0.63 3.33
H 2.82 -3.46 -0.17
H 4.16 -1.03 -3.01
C 0.14 -0.91 3.57
H 3.20 1.60 3.52
Cl -0.07 -3.18 -2.90
C 2.70 1.01 2.74
C 0.00 0.06 -2.85
H 0.65 -0.26 4.30
H -0.26 3.87 -0.97
H 4.21 -0.59 -0.41
C 3.07 -0.97 -3.11
H 2.74 -1.61 -3.93
H 1.16 2.84 -0.72
H 2.84 -0.87 0.69
H -1.20 -0.86 1.92
H -2.72 0.78 2.71
C -1.87 2.81 1.00
H 2.78 0.07 -3.30
C -3.02 -3.13 -1.14
H -2.90 -3.43 -0.09
H 2.82 0.53 -0.42
O 0.03 1.23 -2.48
H -0.91 -0.95 -4.51
H 1.68 3.46 3.54
H 3.44 0.78 1.96
H 0.61 3.96 0.58
H -2.12 0.02 4.20
C -3.31 -0.44 -0.19
H -1.57 3.33 1.93
H -4.08 -3.15 -1.42
C -0.73 -0.11 2.58
H 1.98 2.43 1.34
H -2.46 -3.82 -1.78
Rh -0.02 -1.32 -1.42
H 0.13 3.42 2.70
H -0.53 -1.57 4.14
H -2.75 -1.57 -3.77
P 0.27 0.82 1.24
H -3.05 -0.72 0.84
H -3.10 0.62 -0.34
H -2.30 3.57 0.34
C 2.95 -3.21 -1.23
C 0.29 3.28 -0.22
C -0.66 2.19 0.31
C -3.10 -0.92 -2.97
C 1.54 1.83 2.15
H -1.49 1.60 3.73
P -2.37 -1.45 -1.39
C 3.12 -0.52 -0.30

Results
Expectation value of S²: 6.02
LUMO (spin up / spin down) (eV): -5.802 / -9.968
Total charge: +2
Multiplicity: 5
ΔE to the lowest compared entry with this formula, charge and spin (kcal per mole): 18.14
Orbital gap (spin up / spin down) (eV): 8.17 / 4.98